(1)
99
Properties=species:S:1:pos:R:3 method="wB97M-V/def2-TZVPD" spin_multiplicity=3 orbital_gap_ev="4.07 / 7.15" total_charge=-1 homo_energy_ha="-0.0652 / -0.1844"
Ti -0.327 -1.400 0.002
P -0.991 1.409 1.087
P 1.589 0.045 -1.565
F -3.508 -5.205 0.458
F -1.106 -1.727 2.578
F -2.295 -2.336 4.914
F -4.642 -5.810 2.759
O 1.125 -1.037 1.036
O -1.362 -1.194 -1.706
O 2.627 -1.604 2.593
N 1.093 -3.542 -0.251
N -1.481 -3.091 0.342
C -3.507 -4.095 3.912
C 0.146 2.136 -2.791
C -2.894 0.766 4.692
C -4.157 0.306 4.338
C -0.450 5.061 2.995
C -2.602 -3.049 3.817
C -0.310 2.920 1.880
C -2.198 -3.458 1.436
C -1.276 -4.056 -0.745
C 4.254 0.689 -1.343
C 1.657 2.860 -1.082
C 1.968 -1.535 -3.880
C -2.627 3.219 -0.540
C -0.186 3.450 -3.074
C 1.074 2.944 2.045
C -3.826 2.377 -2.459
C 1.295 4.186 -1.333
C -3.750 -4.794 2.752
C 5.493 0.824 -0.770
C 3.146 0.109 -0.684
C -1.760 -0.366 -0.853
C 5.696 0.341 0.566
C -1.973 1.107 3.713
C 1.696 4.021 2.672
C -2.431 0.918 -1.173
C 2.306 -1.805 -5.203
C 2.735 -0.782 -6.033
C 0.158 -3.925 -1.305
C -2.295 1.011 2.357
C 1.081 1.822 -1.796
C -3.558 0.534 2.016
C -2.116 1.953 -0.284
C -1.992 -2.739 2.630
C 4.672 -0.246 1.242
C -3.278 1.116 -2.244
C 3.354 -0.391 0.689
C 0.936 5.084 3.134
C -3.132 -4.495 1.550
C 0.385 4.484 -2.334
C 2.453 -3.388 -0.768
C -3.484 3.422 -1.615
C -1.067 3.982 2.381
C 1.111 -4.507 0.844
C -4.481 0.183 2.997
C 2.056 -0.249 -3.350
C 2.478 0.768 -4.207
C 2.402 -1.054 1.509
C 2.820 0.508 -5.529
H -4.501 2.543 -3.290
H 2.541 1.787 -3.844
H -2.150 3.946 2.327
H -3.498 0.289 -2.909
H -0.300 1.337 -3.373
H -1.049 5.879 3.379
H -0.898 3.670 -3.860
H 2.995 -0.984 -7.065
H -1.418 -5.078 -0.397
H -0.985 1.437 4.012
H 1.417 5.926 3.617
H 2.225 -2.817 -5.581
H 6.304 1.275 -1.330
H 2.771 -4.287 -1.320
H 6.669 0.438 1.038
H 1.430 -5.496 0.482
H 4.817 -0.630 2.244
H 0.122 5.515 -2.543
H 4.132 1.043 -2.359
H 1.670 2.105 1.693
H 0.189 -3.145 -2.067
H 3.149 1.322 -6.164
H 0.130 -4.597 1.300
H 2.407 2.633 -0.332
H 2.772 4.020 2.795
H -1.977 -3.889 -1.565
H 0.445 -4.872 -1.790
H -3.882 4.413 -1.799
H -3.835 0.424 0.976
H 1.629 -2.352 -3.259
H -2.346 4.059 0.083
H 1.806 -4.155 1.606
H 1.744 4.981 -0.749
H 2.540 -2.525 -1.423
H -2.615 0.839 5.736
H -5.455 -0.192 2.703
H -3.995 -4.345 4.843
H 3.135 -3.224 0.065
H -4.874 0.033 5.102

(2)
22
Properties=species:S:1:pos:R:3 method="wB97M-V/def2-TZVPD" spin_multiplicity=2 orbital_gap_ev="10.01 / 4.23" total_charge=+2 homo_energy_ha="-0.6314 / -0.6314"
O 0.601 -3.979 -0.167
N -1.733 1.634 1.332
N -0.031 0.290 -1.317
C 0.934 0.143 -0.132
C 0.512 0.875 -2.581
C -0.533 1.166 1.908
C 0.150 -0.043 1.184
H 1.703 0.895 -0.150
H 0.967 -0.250 1.864
H 0.165 1.970 2.148
H 1.141 0.184 -3.118
H -0.344 1.136 -3.189
H -0.817 0.846 -1.009
H -0.790 0.749 2.897
H -0.362 -0.660 -1.470
H 1.404 -0.818 -0.295
H 1.055 1.803 -2.402
H 0.746 -4.017 0.792
H -1.890 2.643 1.454
H -0.552 -0.871 1.041
H 0.266 -4.851 -0.426
H -2.590 1.153 1.637

(3)
83
Properties=species:S:1:pos:R:3 method="wB97M-V/def2-TZVPD" spin_multiplicity=3 orbital_gap_ev="6.56 / 6.56" total_charge=0 homo_energy_ha="-0.2624 / -0.2624"
Tm 0.518 1.220 -0.138
I 1.055 3.209 -2.395
Br 7.469 4.153 1.739
S -1.598 0.888 -1.867
S -4.483 0.538 -1.107
S -6.411 -1.219 0.378
O -4.701 3.278 2.596
O -0.025 0.974 1.730
O 2.660 0.371 0.157
O 2.193 2.497 0.443
N -2.684 -1.254 -0.702
N 1.771 -2.539 -1.736
N -2.796 -0.944 2.829
N -1.046 3.123 0.280
N 0.615 -1.164 -0.660
N 1.003 -2.369 -0.675
N 1.115 -0.491 -1.708
N -3.857 -1.780 -0.266
C -1.854 5.420 0.116
C -2.810 -0.069 -1.181
C -1.580 -0.612 2.493
C 4.678 -2.620 -1.903
C 3.856 -3.835 -1.482
C -0.325 4.632 -1.527
C -0.421 5.839 -2.198
C -1.239 6.841 -1.709
C 1.839 -1.356 -2.371
C -3.792 -0.067 2.656
C -3.646 1.157 2.043
C 6.402 1.636 -1.371
C 7.117 2.461 -0.520
C 5.079 1.343 -1.097
C 6.484 3.003 0.587
C -2.150 2.744 0.864
C -2.645 -5.036 0.923
C -2.686 -3.695 0.591
C 2.423 -3.776 -2.053
C -0.449 -1.570 2.704
C -4.986 -3.937 -0.080
C -3.862 -3.139 0.102
C 3.016 1.571 0.248
C -4.934 -5.277 0.255
C 3.827 -3.949 0.038
C -4.938 -0.962 -0.290
C -3.770 -5.830 0.761
C -1.950 6.629 -0.539
C -1.067 4.357 -0.374
C -4.847 2.061 1.887
C 5.155 2.739 0.867
C -2.345 1.540 1.603
C 4.458 1.891 0.019
C -1.257 0.662 1.914
H 4.839 -3.896 0.429
H 2.386 -1.149 -3.267
H -1.821 -3.063 0.688
H 0.147 5.989 -3.101
H -1.319 7.775 -2.241
H -2.584 7.405 -0.135
H -2.396 5.285 1.042
H 2.446 -3.876 -3.141
H -0.776 -2.402 3.316
H 4.507 0.708 -1.757
H 5.713 -2.756 -1.599
H -4.995 2.340 0.840
H 4.318 -4.732 -1.906
H 0.380 -1.050 3.187
H -1.733 -5.463 1.315
H -5.741 1.518 2.219
H -5.813 -5.888 0.112
H 8.157 2.681 -0.708
H -3.739 -6.879 1.017
H 4.660 -2.475 -2.981
H 3.255 -3.137 0.481
H 4.309 -1.723 -1.411
H 4.667 3.176 1.724
H -3.050 3.350 0.733
H 1.818 -4.581 -1.630
H -4.751 3.083 3.540
H -4.757 -0.408 3.008
H -5.889 -3.519 -0.490
H 3.385 -4.892 0.349
H 6.881 1.229 -2.249
H -0.089 -1.940 1.741

(4)
54
Properties=species:S:1:pos:R:3 method="wB97M-V/def2-TZVPD" orbital_gap_ev=3.95 total_charge=0 homo_energy_ha=-0.1615
S 3.562 -0.672 -0.087
O 4.936 -1.243 0.346
O 2.583 0.500 -1.348
N -1.922 1.230 -1.289
C 1.818 -1.939 2.153
C -2.715 1.837 -3.555
C -2.642 -0.015 -0.859
C -2.930 2.304 -1.238
C 0.622 1.651 2.947
C -3.563 2.756 -2.593
C 0.486 -3.577 3.514
C -0.439 -3.719 2.389
C -1.547 1.303 -2.711
C -0.677 1.369 -0.464
C 3.617 -0.660 -1.847
C 0.586 1.697 1.451
C 2.549 -2.144 0.058
C 0.877 -2.157 1.201
C -0.287 -2.894 1.193
C -0.764 1.490 0.876
C 1.594 -2.545 3.537
H -2.988 -0.087 0.217
H -3.878 2.220 -0.613
H -2.050 -0.907 -1.094
H -2.484 3.255 -0.810
H 1.619 -1.706 -0.199
H 0.399 -4.026 4.474
H 2.939 -2.911 -0.654
H -2.552 2.443 -4.573
H 2.450 -0.238 -0.755
H 2.690 -2.402 1.009
H 4.356 0.175 -2.194
H -3.355 0.915 -3.736
H 2.583 -0.419 -1.877
H 3.979 -1.505 -2.529
H 2.435 -1.185 1.941
H 1.451 1.972 3.253
H 0.715 2.953 1.343
H 1.077 -1.619 0.067
H -1.193 0.472 1.335
H 0.263 0.730 3.305
H -1.087 0.247 -3.062
H -3.641 0.086 -1.261
H 2.214 -2.473 4.309
H -1.315 -4.221 2.556
H -0.083 2.198 -0.880
H -3.558 3.818 -3.052
H -1.033 -2.897 0.448
H -0.123 2.365 3.240
H 1.280 1.082 1.150
H -4.605 2.467 -2.702
H -0.069 0.526 -0.881
H -1.475 1.980 1.397
H -0.703 2.119 -2.846